This record from OMol25 describes an isolated molecule of C22H25NO2S2. The level of theory is wB97M-V/def2-TZVPD.

Values from the calculation:
SMILES	COc1ccc(/C=C/[C@@H](SC(=S)N2CCCC2)c2ccc(OC)cc2)cc1
energy	-1854.86325	hartree
HOMO-LUMO gap	7.8	eV
HOMO energy	-7.739	eV

Geometry as XYZ:
```
52
Properties=species:S:1:pos:R:3:forces:R:3
C 4.342688 6.791998 -1.694493 0.382 -0.531 0.409
O 5.041934 5.854601 -0.846429 -0.234 0.192 -0.233
C 4.513270 4.615661 -0.657114 -0.566 -0.815 0.030
C 5.197995 3.740190 0.229296 -0.190 1.153 -0.742
C 4.669687 2.505401 0.524835 -0.818 -0.520 0.054
C 3.428097 2.066238 -0.012586 0.715 1.095 -0.807
C 2.816740 0.819556 0.431100 -0.629 -1.086 -0.588
C 1.761429 0.235853 -0.189429 0.783 -0.196 0.195
C 0.974366 -0.962823 0.291538 0.316 -1.248 -0.174
S 0.107597 -0.567236 1.882690 -0.194 1.523 0.209
C -0.572875 -2.106535 2.388178 -0.159 -1.284 0.137
S 0.454469 -3.412538 2.517208 -0.390 0.008 -0.043
N -1.903932 -2.189378 2.645244 0.779 0.148 -0.322
C -2.705392 -1.065504 3.141644 -0.057 0.359 -0.413
C -4.109496 -1.642179 3.368209 -0.202 0.170 0.193
C -4.088670 -3.105387 2.898639 0.003 -0.070 -0.361
C -2.621828 -3.469774 2.604429 -0.129 -0.202 0.419
C -0.060163 -1.479084 -0.710649 0.326 0.490 -0.157
C -0.455659 -2.819046 -0.673873 0.286 -0.437 0.279
C -1.498600 -3.287301 -1.442386 -0.646 0.508 -0.866
C -2.118922 -2.424692 -2.375279 0.185 0.714 0.759
O -3.238744 -2.899228 -2.983442 -0.120 0.236 -0.661
C -3.949138 -2.031136 -3.892178 0.409 -0.475 0.464
C -1.646006 -1.100745 -2.517776 -0.380 -0.586 0.238
C -0.662152 -0.632108 -1.646079 0.139 -0.477 0.043
C 2.807435 2.915423 -0.967557 0.308 -0.466 0.857
C 3.320140 4.167530 -1.276899 0.699 0.451 0.162
H 4.945754 7.701721 -1.653054 -0.176 -0.169 -0.061
H 4.294974 6.416910 -2.723962 -0.017 0.094 0.157
H 3.332347 6.992538 -1.315809 0.189 -0.066 -0.056
H 6.128618 4.103340 0.670223 -0.274 -0.218 -0.095
H 5.201298 1.857142 1.225632 -0.187 0.166 -0.166
H 3.324657 0.295739 1.251324 -0.617 0.447 0.192
H 1.553948 0.482815 -1.232167 -0.228 0.567 0.529
H 1.656566 -1.796185 0.552697 -0.299 0.371 -0.092
H -2.732560 -0.256528 2.394023 0.152 -0.241 0.218
H -2.270963 -0.647837 4.066774 -0.084 -0.246 -0.341
H -4.845661 -1.069332 2.793956 0.118 -0.095 0.205
H -4.389690 -1.567179 4.422870 0.056 -0.012 -0.151
H -4.532073 -3.784473 3.629881 0.084 0.104 -0.064
H -4.672606 -3.198119 1.975135 0.102 -0.040 0.212
H -2.203064 -4.183112 3.330498 -0.080 0.279 -0.134
H -2.544715 -3.938703 1.610468 0.319 0.288 0.292
H 0.045709 -3.522537 0.002284 -0.250 0.461 -0.318
H -1.904513 -4.292786 -1.338471 0.270 0.149 -0.049
H -4.783896 -2.639802 -4.249059 0.165 0.239 0.008
H -4.321499 -1.142141 -3.364849 0.076 -0.173 -0.129
H -3.306503 -1.732311 -4.732209 -0.179 -0.064 0.177
H -2.095200 -0.420943 -3.239780 0.110 -0.179 0.198
H -0.348173 0.405440 -1.709250 -0.205 -0.126 -0.024
H 1.871441 2.600217 -1.423501 0.142 0.143 0.119
H 2.791556 4.818361 -1.980487 0.196 -0.336 0.293
```
Forces are in eV/Å.